Formula: C30H64GaN2O13P2
Source: the Open Molecules 2025 dataset
Level of theory: ωB97M-V/def2-TZVPD

The HOMO energy is -5.10 eV. As for the LUMO energy: 0.06572 Eh. The calculation puts the frontier orbital gap at 6.884 eV.

ORCA input file:
```
! wB97M-V def2-TZVPD RIJCOSX def2/J DEFGRID3
* xyz -1 1
C 0.43 -5.91 5.61
C 1.26 -4.66 5.83
O 1.73 -4.46 6.94
N 1.55 -3.79 4.77
C 2.98 -3.48 4.68
C 0.91 -3.93 3.46
C -0.50 -3.33 3.34
C -1.66 -4.19 3.81
C -3.03 -3.50 3.65
Ga -4.54 -4.76 3.15
P -3.80 -6.85 4.06
P -5.23 -8.39 3.66
O -4.94 -9.35 2.58
O -6.66 -7.63 3.50
O -5.47 -9.16 5.07
C -6.24 -4.16 4.07
C -6.24 -3.20 5.07
C -7.42 -2.80 5.69
C -8.60 -3.39 5.27
N -8.66 -4.29 4.30
C -7.51 -4.65 3.73
H -0.48 -5.86 6.21
H 1.03 -6.73 6.01
H 0.17 -6.14 4.58
H 3.13 -2.41 4.50
H 3.47 -3.75 5.62
H 3.44 -4.03 3.86
H 0.94 -4.96 3.09
H 1.55 -3.36 2.77
H -0.64 -3.17 2.26
H -0.53 -2.36 3.83
H -1.64 -5.15 3.28
H -1.53 -4.39 4.88
H -3.26 -2.99 4.59
H -2.95 -2.71 2.89
H -4.76 -4.78 1.56
H -2.87 -7.33 3.11
H -7.35 -8.30 3.38
H -6.25 -8.83 5.52
H -5.30 -2.74 5.39
H -7.43 -2.05 6.47
H -9.54 -3.11 5.74
H -7.60 -5.38 2.94
C -0.46 -0.92 -2.02
O 0.86 -0.65 -1.62
C 1.11 -1.06 -0.28
C 2.59 -1.13 -0.02
O 3.22 -2.30 -0.52
C 3.47 -2.33 -1.92
C 4.67 -1.51 -2.34
O 4.35 -0.14 -2.41
C 5.50 0.68 -2.37
H -1.18 -0.37 -1.40
H -0.56 -0.59 -3.06
H -0.69 -1.99 -1.97
H 0.65 -2.03 -0.09
H 0.66 -0.32 0.40
H 2.73 -1.19 1.06
H 3.09 -0.23 -0.38
H 2.59 -2.04 -2.49
H 3.69 -3.38 -2.14
H 5.00 -1.86 -3.33
H 5.49 -1.68 -1.63
H 6.05 0.55 -1.44
H 5.16 1.72 -2.43
H 6.17 0.48 -3.22
C -5.56 5.28 -3.53
O -4.42 4.46 -3.42
C -4.28 3.59 -4.53
C -2.87 3.05 -4.62
O -1.95 3.96 -5.19
C -1.48 5.01 -4.35
C -0.44 4.57 -3.35
O -1.04 3.91 -2.24
C -0.09 3.15 -1.53
H -6.48 4.68 -3.56
H -5.59 5.92 -2.64
H -5.52 5.91 -4.42
H -4.53 4.11 -5.46
H -4.98 2.74 -4.41
H -2.89 2.20 -5.30
H -2.54 2.70 -3.64
H -2.30 5.51 -3.84
H -1.00 5.72 -5.03
H 0.11 5.45 -2.99
H 0.27 3.89 -3.84
H 0.37 2.39 -2.17
H -0.61 2.65 -0.71
H 0.70 3.79 -1.11
C 4.91 8.11 -0.55
O 5.09 7.43 -1.77
C 6.41 6.95 -1.93
C 6.46 5.86 -2.98
O 6.03 4.59 -2.52
C 4.63 4.40 -2.41
C 3.94 4.14 -3.73
O 3.73 5.35 -4.44
C 3.50 5.12 -5.81
H 5.56 8.99 -0.48
H 3.87 8.44 -0.51
H 5.11 7.46 0.31
H 6.78 6.54 -0.98
H 7.06 7.77 -2.24
H 7.51 5.72 -3.25
H 5.92 6.17 -3.87
H 4.15 5.23 -1.89
H 4.51 3.50 -1.80
H 2.96 3.67 -3.53
H 4.54 3.44 -4.32
H 4.35 4.62 -6.28
H 3.35 6.09 -6.28
H 2.60 4.51 -5.97
*
```

Here are the Mulliken charges for atoms 1 to 99, given in e:
1. C -1.06
2. C 0.70
3. O -0.66
4. N 0.19
5. C -1.08
6. C -0.81
7. C -0.58
8. C -0.28
9. C -0.90
10. Ga 0.15
11. P -0.16
12. P 0.78
13. O -0.66
14. O -0.48
15. O -0.53
16. C 0.11
17. C 0.00
18. C -0.54
19. C -0.27
20. N -0.67
21. C -0.30
22. H 0.26
23. H 0.41
24. H 0.28
25. H 0.27
26. H 0.41
27. H 0.33
28. H 0.22
29. H 0.45
30. H 0.33
31. H 0.28
32. H 0.22
33. H 0.08
34. H 0.37
35. H 0.35
36. H -0.29
37. H 0.00
38. H 0.29
39. H 0.32
40. H 0.25
41. H 0.37
42. H 0.32
43. H 0.52
44. C -0.89
45. O -0.21
46. C -0.45
47. C -0.57
48. O -0.42
49. C -0.43
50. C -0.65
51. O -0.14
52. C -0.33
53. H 0.32
54. H 0.23
55. H 0.37
56. H 0.26
57. H 0.47
58. H 0.49
59. H 0.17
60. H 0.18
61. H 0.40
62. H 0.43
63. H 0.35
64. H 0.34
65. H -0.34
66. H 0.34
67. C -0.77
68. O -0.24
69. C -0.60
70. C -0.34
71. O -0.46
72. C -0.50
73. C -0.40
74. O -0.37
75. C -0.59
76. H 0.32
77. H 0.23
78. H 0.32
79. H 0.33
80. H 0.43
81. H 0.39
82. H 0.18
83. H 0.21
84. H 0.41
85. H 0.42
86. H 0.22
87. H 0.22
88. H 0.26
89. H 0.34
90. C -0.78
91. O -0.24
92. C -0.60
93. C -0.41
94. O -0.40
95. C -0.77
96. C -0.39
97. O -0.23
98. C -0.80
99. H 0.31


Formula: H2NOS
Source: the Open Molecules 2025 dataset
Level of theory: ωB97M-V/def2-TZVPD

The HOMO energy (spin up / spin down) is -2.53 / -2.53 eV. The energy above the lowest of the compared OMol25 structures with the same formula, charge and spin comes out at 96.1 kJ/mol. As for the LUMO energy (spin up / spin down): 0.16430 / 0.16423 Eh. The calculation puts the frontier orbital gap (spin up / spin down) at 7.001 / 7.000 eV.

ORCA input file:
```
! wB97M-V def2-TZVPD RIJCOSX def2/J DEFGRID3
* xyz -1 1
N 1.15 0.61 -0.43
O 1.84 -0.29 0.19
S -1.18 0.11 -0.12
H 1.22 1.49 0.09
H -1.60 0.38 -1.38
*
```

Mulliken charges in e:
1. N -0.08
2. O -0.44
3. S -0.64
4. H 0.15
5. H 0.02


Formula: C24H24CsN5OS2
Source: the Open Molecules 2025 dataset
Level of theory: ωB97M-V/def2-TZVPD

The HOMO energy is -6.51 eV. The energy above the lowest of the compared OMol25 structures with the same formula, charge and spin comes out at 12.2 kJ/mol. As for the LUMO energy: -0.03335 Eh. The calculation puts the frontier orbital gap at 5.600 eV.

ORCA input file:
```
! wB97M-V def2-TZVPD RIJCOSX def2/J DEFGRID3
* xyz 0 1
Cs 0.73 0.53 -1.51
C -1.11 -4.83 -4.35
C 0.19 -5.32 -4.26
C 1.16 -4.61 -3.58
C 0.83 -3.39 -3.00
C -0.47 -2.89 -3.11
C -1.44 -3.61 -3.78
N 1.73 -2.56 -2.29
N 2.77 -3.11 -1.91
C 3.66 -2.26 -1.19
C 4.94 -2.76 -0.95
C 5.84 -1.97 -0.27
C 5.44 -0.71 0.16
C 4.14 -0.31 -0.11
N 3.27 -1.07 -0.77
H -1.86 -5.40 -4.88
H 0.44 -6.27 -4.72
H 2.17 -4.97 -3.49
H -0.70 -1.94 -2.65
H -2.45 -3.23 -3.84
H 5.19 -3.75 -1.31
H 6.84 -2.32 -0.06
H 6.11 -0.06 0.70
H 3.78 0.67 0.20
C -1.47 -0.71 4.81
C -0.54 0.15 4.00
C 0.82 0.21 4.28
C 1.67 0.98 3.50
C 1.14 1.72 2.45
C -0.21 1.67 2.15
C -1.04 0.89 2.92
S 2.25 2.67 1.43
C 1.65 4.30 1.86
O 1.85 2.47 0.00
H -0.92 -1.30 5.55
H -2.02 -1.39 4.17
H -2.20 -0.09 5.34
H 1.22 -0.37 5.10
H 2.74 1.01 3.71
H -0.65 2.21 1.32
H -2.09 0.83 2.65
H 0.59 4.34 1.60
H 2.22 5.02 1.27
H 1.80 4.47 2.92
C -6.21 2.85 -1.77
C -4.91 2.80 -1.03
C -4.39 3.92 -0.38
C -3.17 3.74 0.24
N -2.51 2.59 0.25
C -3.09 1.54 -0.39
S -2.28 0.02 -0.38
N -4.27 1.63 -1.03
H -6.75 3.77 -1.56
H -6.83 1.99 -1.51
H -6.02 2.79 -2.85
H -4.91 4.86 -0.37
H -2.69 4.57 0.75
*
```

Mulliken charges in e:
1. Cs 1.17
2. C -0.36
3. C -0.58
4. C -0.25
5. C 0.41
6. C 0.09
7. C -0.74
8. N 0.25
9. N -0.47
10. C 0.04
11. C -0.31
12. C -0.36
13. C -0.73
14. C -0.07
15. N -0.01
16. H 0.37
17. H 0.36
18. H 0.42
19. H -0.08
20. H 0.41
21. H 0.44
22. H 0.39
23. H 0.40
24. H 0.31
25. C -1.40
26. C 0.75
27. C -0.72
28. C -0.70
29. C 0.25
30. C -0.34
31. C -0.87
32. S 0.35
33. C -0.88
34. O -0.66
35. H 0.37
36. H 0.33
37. H 0.32
38. H 0.31
39. H 0.39
40. H 1.19
41. H 0.39
42. H 0.16
43. H 0.41
44. H 0.38
45. C -1.15
46. C 0.98
47. C -0.90
48. C -0.17
49. N -0.18
50. C -0.24
51. S -0.51
52. N -0.58
53. H 0.33
54. H 0.32
55. H 0.25
56. H 0.32
57. H 0.40


Formula: HNOP2
Source: the Open Molecules 2025 dataset
Level of theory: ωB97M-V/def2-TZVPD

The HOMO energy is -8.32 eV. The energy above the lowest of the compared OMol25 structures with the same formula, charge and spin comes out at 10.9 kJ/mol. Its SMILES is O=P1=PN1. As for the LUMO energy: -0.03694 Eh. The calculation puts the frontier orbital gap at 7.316 eV.

ORCA input file:
```
! wB97M-V def2-TZVPD RIJCOSX def2/J DEFGRID3
* xyz 0 1
N -0.17 -0.02 0.68
O 2.06 1.48 1.82
P -0.92 0.83 1.76
P 1.36 0.16 2.10
H -0.29 -0.16 -0.31
*
```

Mulliken charges in e:
1. N -0.27
2. O -0.49
3. P 0.11
4. P 0.40
5. H 0.26


no.,molar mass (g mol⁻¹)
1,792.51
2,64.09
3,595.53
4,92.96